{"formula": "C28H40IrN3O7PS2Se2", "method": "wB97M-V/def2-TZVPD", "multiplicity": 5, "lumo_ev": [2.18, 1.00], "total_charge": -1, "e_homo_ev": [-4.30, -4.42], "s2": 6.096, "total_energy_ha": -7826.9101, "e_above_lowest_kcal_mol": 1.5, "symbols": ["Ir", "C", "O", "C", "C", "C", "C", "C", "C", "N", "N", "C", "C", "C", "C", "O", "C", "N", "C", "C", "C", "C", "H", "H", "H", "H", "H", "H", "H", "H", "H", "H", "H", "H", "O", "C", "C", "C", "O", "C", "Se", "C", "Se", "H", "H", "H", "H", "H", "H", "H", "H", "H", "H", "C", "C", "C", "O", "P", "S", "S", "O", "C", "C", "C", "H", "H", "H", "H", "H", "H", "H", "H", "H", "H", "H", "H", "H", "H", "C", "O", "H", "H", "H", "H"], "positions_angstrom": [[2.13581, -1.19776, -0.21459], [-2.20260, 7.17080, 0.65300], [-0.92461, 7.77346, 0.55264], [0.12070, 7.10968, 1.11823], [-0.00420, 5.93923, 1.85855], [1.12390, 5.32369, 2.37687], [2.39835, 5.86442, 2.16196], [2.50338, 7.06133, 1.42872], [1.38550, 7.67248, 0.91501], [3.57199, 5.26311, 2.56613], [3.44870, 4.18845, 3.31007], [3.33704, 2.94239, 2.85322], [3.12047, 1.93520, 3.82280], [2.80733, 0.63532, 3.49548], [2.69179, 0.23597, 2.16290], [2.31973, -0.96397, 1.82141], [3.00513, 1.20532, 1.15168], [2.93519, 0.75555, -0.13401], [3.21068, 1.57336, -1.12869], [3.60264, 2.89421, -0.91001], [3.66287, 3.37431, 0.37507], [3.34083, 2.53738, 1.45689], [-2.88366, 7.81402, 0.10256], [-2.53061, 7.10384, 1.69354], [-2.20729, 6.17226, 0.20954], [-0.96902, 5.48298, 2.02362], [1.01849, 4.40270, 2.93388], [3.48926, 7.47960, 1.26901], [1.45805, 8.58570, 0.33882], [3.15567, 2.24622, 4.85885], [2.59499, -0.09606, 4.26378], [3.10966, 1.17028, -2.12853], [3.83647, 3.52654, -1.75457], [3.96214, 4.39455, 0.56064], [-1.65505, -3.77496, -3.55876], [-0.48992, -4.57776, -3.58760], [0.60899, -3.92772, -2.72255], [1.83728, -4.80346, -2.97166], [2.87371, -4.52206, -2.05249], [0.10272, -3.96995, -1.28149], [1.15028, -3.24959, 0.19532], [0.75791, -2.49485, -3.22635], [2.15920, -1.32167, -2.54150], [-2.37954, -4.24539, -3.97914], [-0.11537, -4.68316, -4.61608], [-0.69839, -5.58106, -3.19457], [2.17505, -4.63407, -4.00309], [1.53441, -5.85740, -2.88625], [3.64231, -5.05309, -2.27712], [-0.09390, -5.00570, -0.99299], [-0.83343, -3.40893, -1.22478], [-0.17253, -1.96745, -3.02614], [0.91921, -2.50834, -4.30754], [-1.96536, 0.03012, -4.14734], [-3.24869, 0.56042, -3.52830], [-3.06863, 1.96086, -2.96854], [-3.77531, -0.38169, -2.58322], [-3.42172, -0.50589, -0.99567], [-4.32854, 0.89507, 0.04322], [-1.47481, -0.75609, -0.73182], [-4.07170, -1.96482, -0.75275], [-5.31740, -2.48388, -1.22811], [-5.09252, -3.18019, -2.56358], [-6.45114, -1.47358, -1.28423], [-1.68822, 0.64476, -5.00797], [-2.09543, -1.00324, -4.47355], [-1.15982, 0.06124, -3.41385], [-4.02356, 0.59512, -4.30165], [-2.30425, 1.96902, -2.19039], [-3.99255, 2.33622, -2.53232], [-2.75124, 2.62047, -3.78025], [-5.57451, -3.24250, -0.48264], [-4.85137, -2.44674, -3.33305], [-5.99108, -3.72966, -2.85600], [-4.25760, -3.87724, -2.47490], [-6.25377, -0.70406, -2.02937], [-6.58377, -0.98096, -0.32277], [-7.37097, -1.99986, -1.55264], [-0.29999, 2.61221, 0.34121], [0.06406, 1.43954, 1.03755], [-1.19764, 3.07732, 0.76535], [-0.49738, 2.40136, -0.71527], [0.52868, 3.32219, 0.41149], [-0.52308, 0.73012, 0.70805]], "lowdin_charge": [0.65, -0.08, -0.09, -0.28, -0.02, -0.01, -0.31, -0.03, -0.01, 0.04, 0.05, -0.25, -0.01, 0.00, -0.37, -0.28, -0.16, -0.06, -0.14, -0.04, 0.01, -0.07, 0.09, 0.09, 0.10, 0.10, 0.12, 0.11, 0.11, 0.11, 0.12, 0.05, 0.11, 0.10, -0.05, -0.23, -0.56, -0.24, -0.11, -0.49, 0.71, -0.52, 0.61, 0.09, 0.13, 0.13, 0.13, 0.13, 0.09, 0.07, 0.02, 0.01, 0.07, -0.07, -0.47, -0.09, -0.34, -0.16, 0.17, 0.34, -0.33, -0.46, -0.06, -0.09, 0.08, 0.07, 0.04, 0.13, 0.04, 0.05, 0.08, 0.13, 0.07, 0.08, 0.07, 0.07, 0.05, 0.07, -0.17, -0.18, 0.07, 0.06, 0.06, -0.06]}